Here is a cluster of 8 separate species, C5H23NO7 in total at a distorted geometry from OMol25. Energies are from wB97M-V/def2-TZVPD.

Computed properties:
Energy above the lowest of the compared OMol25 structures with the same formula, charge and spin, eV: 0.890
2S+1: 2
Orbital gap (alpha / beta), eV: 10.45 / 7.07
Charge: +1

```
36
Properties=species:S:1:pos:R:3:forces:R:3
O 2.17549 -3.51359 0.19023 0.4 0.2 0.4
O -0.43858 2.78981 -1.42839 -0.2 0.1 0.2
O -1.72684 0.62836 -4.10908 -0.1 0.2 0.1
O -2.79748 -1.70600 -0.88352 1.0 0.1 0.3
O -2.83913 0.98389 -1.33509 -0.3 -1.3 1.3
O -1.30310 -2.85630 1.17282 0.8 -0.7 0.2
O 3.83408 -0.95003 1.03486 0.1 -0.3 -0.6
N 2.03207 1.36050 1.00911 0.7 -0.9 0.1
C 0.20035 -0.04578 0.52985 0.5 -0.3 -2.2
C 0.19216 1.32547 2.59250 -0.7 1.0 -0.5
C 0.77104 -0.34658 -0.82571 -0.4 0.1 0.5
C 0.85773 0.87113 1.35329 -0.7 -0.5 1.1
C -0.30566 2.56083 2.63634 0.5 -0.1 0.4
H -0.14773 3.27572 1.83776 0.0 0.0 0.0
H 4.70659 -0.93898 0.61605 0.0 0.3 0.2
H -0.04481 0.61380 3.37427 0.2 -0.2 -0.1
H -1.73736 -2.48591 0.39514 -0.6 0.4 -0.2
H -3.71776 -1.96117 -0.96485 -0.1 0.3 0.0
H -0.99347 -2.15650 1.74512 -0.2 0.1 0.1
H -2.70308 -0.72702 -0.87528 -0.8 -0.5 -0.4
H 1.28329 0.52638 -1.21900 0.3 -0.1 -0.1
H -1.03504 0.43751 -3.46967 0.0 0.0 0.0
H 3.52902 -1.83797 0.77302 -0.4 0.1 0.2
H -3.04865 1.24301 -2.21922 0.1 0.4 -1.0
H -1.54390 1.53182 -4.39384 0.0 -0.1 -0.1
H 0.10993 2.39044 -0.75212 0.2 -0.1 0.1
H 2.72319 0.72353 0.59536 -0.3 -0.1 -0.7
H -0.76326 -0.48412 0.71137 -0.1 0.2 0.7
H 0.02668 -0.65644 -1.55607 -0.2 -0.1 0.2
H -0.81972 2.92000 3.51542 -0.2 0.0 0.0
H 1.46934 -1.17876 -0.70255 0.3 0.0 -0.1
H 1.28406 -3.34367 -0.10719 -0.6 -0.1 -0.2
H 2.50449 1.88551 1.70336 0.2 1.0 0.8
H -2.34259 1.64861 -0.87955 0.3 0.9 -0.2
H 2.04528 -4.08554 0.95792 0.1 0.0 -0.1
H -0.38945 3.73288 -1.23121 -0.1 0.1 -0.2
```
Forces are in eV/Å.